DFT (the ωB97M-V functional and the def2-TZVPD basis) results for 5 unconnected molecules or ions with the total composition C48H109BN3O5P2 in a non-equilibrium geometry.

Calculated values
Frontier orbital gap: 8.03 eV
LUMO: -3.2053 eV
E_tot: -85504.76246 eV
Net charge: +1
F_max: 0.0395 Eh/bohr

XYZ file:
```
168
Properties=species:S:1:pos:R:3:forces:R:3
C -9.22713 5.67840 -4.39086 0.320 0.780 0.186
C -8.11967 6.48670 -5.07554 0.009 -0.484 -0.186
C -7.27402 5.62945 -6.04070 -0.206 -0.042 0.910
C -5.94696 5.19190 -5.41116 -0.228 0.675 -0.407
C -4.93128 6.35658 -5.40208 0.005 -1.191 -0.360
C -3.47327 5.88518 -5.59071 0.184 0.872 0.821
C -2.61722 6.13370 -4.33904 -0.091 -0.461 -0.219
C -2.79360 5.01559 -3.29334 0.196 0.638 -0.010
C -1.49199 4.69670 -2.54222 -0.302 -0.024 -0.621
C -0.69770 3.56763 -3.22231 0.308 0.208 0.756
C 0.14168 2.77512 -2.21120 -0.213 0.527 -0.018
C -0.67345 1.92830 -1.24282 -0.165 -1.049 -0.335
C -1.38415 0.73320 -1.92631 0.513 0.690 0.142
C -0.35333 -0.30030 -2.36451 -0.790 0.015 -1.119
C -0.89348 -1.52786 -3.18273 1.236 0.982 1.276
B 0.44373 -2.13344 -3.86799 0.227 -0.769 -0.142
O 1.55022 -2.17175 -3.06509 -0.169 0.956 0.179
C 0.55949 -2.71929 -5.33739 0.503 0.551 0.122
C 2.00843 -2.93843 -5.81644 -0.627 -0.036 -0.110
N -1.72434 -0.90827 -4.29393 1.069 -0.340 -0.533
C -2.64734 -1.64473 -4.85276 -0.631 -0.085 -0.640
N -2.75610 -1.76851 -6.21322 -0.088 0.552 -0.557
N -3.52241 -2.21827 -4.04695 1.069 -1.122 0.885
C -3.17127 -2.09199 -2.62213 -1.625 -0.075 0.069
P -4.46845 -2.93035 -1.55481 0.053 -1.174 1.505
C -5.80405 -3.55000 -2.65557 0.624 0.704 -0.055
O -5.20192 -1.70039 -0.71034 0.686 0.321 -0.972
C -1.70648 -2.55776 -2.35478 -1.051 0.039 -1.068
C -1.58451 -3.97758 -2.95291 0.017 -0.442 0.617
C -0.40371 -4.82993 -2.44373 0.140 0.064 -0.847
C -1.34699 -2.47855 -0.86457 -1.071 -0.105 -0.781
P -1.81897 -3.74414 0.35705 0.943 -0.438 1.573
O -0.61733 -4.15625 1.07537 1.316 -0.373 0.048
O -2.55545 -5.07087 -0.14835 -0.674 0.039 -0.619
O -2.78727 -3.04850 1.42467 -0.738 -0.230 -0.996
H -10.11346 5.63073 -5.01429 -0.050 -0.392 -0.174
H -8.86264 4.69386 -4.10981 -0.157 -0.196 -0.009
H -9.52086 6.20884 -3.48798 -0.154 -0.119 0.204
H -8.57122 7.30993 -5.61978 -0.014 0.258 0.056
H -7.46747 6.89676 -4.30608 0.065 0.235 -0.010
H -7.07458 6.19683 -6.94298 0.043 -0.150 -0.340
H -7.85027 4.73375 -6.26752 -0.111 -0.004 -0.397
H -5.55748 4.36750 -6.00519 0.183 -0.159 0.050
H -6.13204 4.84501 -4.39360 0.058 -0.236 0.059
H -5.04086 6.90846 -4.47353 0.056 0.300 -0.001
H -5.18176 6.99572 -6.24333 -0.092 0.325 0.063
H -3.42347 4.82009 -5.80610 -0.053 -0.072 -0.328
H -3.02964 6.44536 -6.41004 0.037 -0.122 -0.233
H -2.88697 7.09634 -3.91032 0.063 0.149 0.088
H -1.56584 6.21122 -4.61503 0.142 -0.109 -0.084
H -3.14622 4.13357 -3.82511 -0.088 -0.258 0.130
H -3.57648 5.31378 -2.59936 -0.133 -0.095 0.125
H -1.69620 4.48783 -1.49630 0.021 -0.182 0.118
H -0.86287 5.58499 -2.57827 0.025 0.134 0.309
H -0.00687 4.02814 -3.92460 -0.033 -0.108 -0.334
H -1.36435 2.90916 -3.77675 -0.073 -0.073 -0.131
H 0.89780 2.20396 -2.74815 0.061 -0.245 0.110
H 0.68870 3.49798 -1.60746 0.202 0.102 0.003
H -0.00735 1.50829 -0.48842 -0.035 0.196 0.290
H -1.44812 2.51461 -0.75828 0.126 0.246 0.198
H -2.17492 0.34694 -1.28599 0.089 -0.118 0.242
H -1.87756 1.16072 -2.79589 -0.253 -0.252 -0.235
H 0.33359 -0.59990 -1.58409 -0.097 -0.157 0.225
H 0.27110 0.22324 -3.09332 0.253 0.130 0.052
H 2.30644 -1.69959 -3.44784 0.138 -0.766 0.078
H 0.06892 -3.69740 -5.33708 -0.279 0.062 0.029
H 0.05198 -2.08628 -6.06860 -0.246 -0.196 -0.137
H 2.43736 -1.99755 -6.14417 0.253 0.097 -0.027
H 1.99464 -3.62124 -6.65978 0.191 0.018 -0.189
H 2.62863 -3.38356 -5.04961 0.147 -0.050 0.179
H -1.13381 -0.50833 -5.01413 0.066 0.252 0.203
H -2.64366 -2.63558 -6.70964 -0.227 -0.074 0.230
H -3.04281 -0.95901 -6.74098 0.138 -0.113 -0.098
H -3.75273 -3.16580 -4.33394 -0.801 0.279 -0.173
H -3.27678 -1.03040 -2.40871 0.248 0.206 0.050
H -6.48552 -4.09198 -2.01103 -0.191 0.061 0.146
H -5.38401 -4.29138 -3.33277 0.011 -0.056 -0.208
H -6.31050 -2.74728 -3.18505 -0.180 -0.090 -0.190
H -4.84640 -0.84015 -0.98686 -0.491 -0.062 0.247
H -1.57730 -3.94855 -4.03876 0.154 0.197 -0.170
H -2.49264 -4.53299 -2.71192 -0.177 0.050 0.212
H 0.27535 -4.31645 -1.77221 -0.052 0.022 0.215
H -0.77368 -5.73305 -1.98431 -0.021 -0.105 0.369
H 0.20002 -5.17033 -3.28266 0.151 0.041 -0.110
H -0.26913 -2.44482 -0.79544 0.217 -0.072 0.395
H -1.76063 -1.54442 -0.49501 0.153 0.160 0.347
H -2.16428 -5.85020 0.28154 0.208 0.357 -0.092
H -3.09980 -3.80267 1.95744 -0.170 0.585 0.249
C -1.19597 -2.82796 4.74901 -0.159 -0.134 -0.102
C -2.41986 -1.95380 4.49131 0.229 0.092 0.023
C -2.67110 -0.91990 5.58774 -0.107 0.003 0.001
C -2.97322 -1.50503 6.96868 0.071 -0.062 0.011
C -4.17233 -2.45093 7.01911 -0.068 0.134 0.058
C -5.48925 -1.77730 6.64366 0.012 -0.151 -0.018
H -1.29949 -3.41364 5.66407 0.028 0.035 0.025
H -1.04864 -3.53010 3.92498 0.101 0.026 0.000
H -0.29455 -2.21705 4.83512 0.006 -0.026 0.033
H -3.30392 -2.58499 4.35528 -0.037 0.034 0.023
H -2.26980 -1.42919 3.54431 -0.078 0.005 -0.016
H -3.49565 -0.27067 5.27866 0.006 0.007 0.019
H -1.79366 -0.26984 5.67080 0.017 -0.018 -0.023
H -3.14317 -0.67881 7.66623 -0.020 -0.008 0.000
H -2.09209 -2.03326 7.34261 0.010 0.010 -0.017
H -4.25851 -2.84459 8.03507 0.024 -0.038 -0.018
H -4.00312 -3.31560 6.37112 0.034 0.003 0.004
H -5.70128 -0.94062 7.31217 0.006 0.027 -0.033
H -6.31684 -2.48423 6.72018 -0.027 0.042 0.000
H -5.47357 -1.40027 5.61959 -0.007 0.025 0.008
C 0.84958 -2.70321 7.89428 0.041 -0.057 0.131
C 2.12153 -2.23925 8.59621 -0.082 0.082 -0.103
C 3.13250 -1.60548 7.64029 0.091 -0.008 0.057
C 3.66456 -2.53811 6.54989 -0.106 -0.032 -0.043
C 4.33644 -3.81179 7.06062 0.132 0.077 -0.041
C 5.57761 -3.54121 7.90604 -0.070 -0.121 0.013
H 1.05810 -3.47274 7.14901 -0.023 0.018 -0.023
H 0.14412 -3.12453 8.61294 -0.034 0.013 -0.036
H 0.36039 -1.86521 7.39230 -0.003 -0.021 -0.042
H 2.57280 -3.07849 9.13179 0.045 0.014 -0.014
H 1.85496 -1.50075 9.35676 0.026 -0.020 0.022
H 3.96922 -1.21051 8.22315 0.010 0.001 -0.023
H 2.66914 -0.73871 7.15688 -0.025 0.002 0.016
H 4.38066 -1.98113 5.93581 0.016 -0.016 0.013
H 2.84763 -2.81600 5.87630 -0.008 0.020 0.006
H 4.62617 -4.41875 6.19850 -0.040 -0.022 0.007
H 3.62570 -4.41468 7.63213 -0.027 0.020 -0.011
H 6.32168 -2.98186 7.33496 -0.007 0.034 0.024
H 6.03587 -4.47855 8.22447 0.036 0.029 0.012
H 5.33866 -2.97139 8.80505 0.018 0.014 -0.005
C 5.69802 -0.35202 3.22633 -0.003 -0.125 -0.065
C 4.83719 -0.49665 1.97486 0.101 0.115 0.052
C 3.78945 0.60698 1.83797 -0.059 -0.037 -0.088
C 2.74813 0.65246 2.95700 0.052 -0.011 0.084
C 1.95731 -0.64062 3.14665 -0.096 0.126 -0.072
C 1.12989 -1.02420 1.92406 -0.090 -0.164 0.072
H 5.10080 -0.41523 4.13739 0.009 0.026 0.002
H 6.44609 -1.14480 3.27046 0.022 0.027 0.034
H 6.22318 0.60560 3.22759 -0.021 0.012 0.029
H 4.36136 -1.48120 1.96881 -0.043 0.017 -0.015
H 5.48930 -0.46718 1.09680 -0.026 -0.019 -0.016
H 3.28287 0.49413 0.87323 -0.006 0.025 0.002
H 4.29649 1.57627 1.79757 0.015 -0.010 0.006
H 2.04979 1.47032 2.74944 -0.016 -0.013 0.003
H 3.23529 0.91092 3.90109 0.020 0.006 -0.016
H 1.28390 -0.51273 3.99887 0.024 -0.025 0.018
H 2.62684 -1.46374 3.40920 0.013 0.011 0.009
H 0.41629 -0.23093 1.67595 0.037 0.031 -0.018
H 0.56385 -1.93822 2.11554 -0.011 -0.004 -0.075
H 1.76091 -1.20571 1.04983 -0.003 0.005 -0.005
C 10.49691 2.14829 -0.45488 -0.024 -0.127 -0.058
C 9.63414 2.01020 -1.70599 0.090 0.119 0.054
C 8.59087 3.11823 -1.84539 -0.061 -0.053 -0.062
C 7.55154 3.16914 -0.72394 0.062 0.002 0.065
C 6.75344 1.88146 -0.52543 -0.114 0.093 -0.063
C 5.91525 1.50052 -1.74238 0.006 -0.134 0.086
H 9.90040 2.08820 0.45675 0.012 0.020 0.008
H 11.24014 1.35109 -0.41209 0.022 0.030 0.030
H 11.02756 3.10230 -0.45300 -0.020 0.011 0.032
H 9.15171 1.02872 -1.71199 -0.027 0.010 -0.019
H 10.28439 2.03569 -2.58420 -0.027 -0.032 -0.016
H 8.08383 3.00660 -2.80848 -0.009 0.018 0.007
H 9.10172 4.08489 -1.88741 0.018 -0.011 0.001
H 6.85645 3.98927 -0.93116 -0.016 -0.015 0.002
H 8.04275 3.42700 0.21807 0.010 0.004 -0.012
H 6.08365 2.01690 0.32790 0.039 -0.025 0.032
H 7.41881 1.05451 -0.26293 0.024 0.021 0.001
H 5.20684 2.29509 -1.98915 0.027 0.015 -0.031
H 5.34344 0.59092 -1.54247 -0.021 0.009 -0.024
H 6.53687 1.31170 -2.61901 -0.011 0.020 -0.011
```
Forces are in eV/Å.